P | DFT (the ωB97M-V functional and the def2-TZVPD basis) results for a cluster of 7 separate species, C19H56N10O7 in total.

Properties
Molecular weight = 536.72 g mol⁻¹
SMILES = COC[C@H](C)N.COC[C@H](C)N.COC[C@H](C)N.COC[C@H](C)N.NC(N)=O.NC(N)=O.NC(N)=O
HOMO-LUMO gap = 8.835 eV
LUMO level = 0.6 eV

Cartesian coordinates (Å):
C 3.98192 -2.66392 -4.86936
O 3.26805 -2.26058 -3.72095
C 2.39680 -3.25995 -3.12787
C 1.75578 -2.76070 -1.81496
C 2.77007 -2.93588 -0.64695
N 0.53825 -3.44317 -1.55028
H 3.23262 -2.94869 -5.60797
H 4.63456 -3.51718 -4.68463
H 4.53949 -1.82690 -5.28962
H 1.59654 -3.51283 -3.82338
H 2.89299 -4.22592 -3.03405
H 1.44541 -1.72195 -1.92797
H 3.44886 -3.77395 -0.80501
H 2.19965 -3.23252 0.23324
H 3.18794 -1.93771 -0.51597
H 0.09772 -2.89258 -0.82717
H -0.04901 -3.37429 -2.36910
C -3.16438 2.24071 -0.66191
O -3.05387 0.85299 -0.33489
C -4.23076 0.26713 0.29314
C -3.95112 -1.03386 1.11065
C -5.29509 -1.56723 1.66555
N -3.04990 -0.73993 2.17393
H -2.11689 2.50417 -0.80837
H -3.45750 2.86171 0.18457
H -3.74483 2.45836 -1.55847
H -4.71094 0.99085 0.95174
H -5.00508 0.10248 -0.45613
H -3.51238 -1.68145 0.35155
H -5.94333 -1.92827 0.86708
H -5.83649 -0.75872 2.15678
H -5.10659 -2.34380 2.40684
H -2.24144 -0.35032 1.71056
H -3.57397 -0.01093 2.63654
C 5.31642 3.10382 4.37968
O 4.73834 1.80482 4.20786
C 3.31169 1.73352 4.39541
C 2.55029 2.80275 3.58325
C 1.02921 2.82301 3.76215
N 2.76202 2.56020 2.16894
H 5.05260 3.54559 5.34059
H 5.13540 3.76883 3.53523
H 6.37061 2.84590 4.27839
H 3.03991 0.72712 4.07697
H 3.18292 1.90845 5.46355
H 2.85634 3.82724 3.79502
H 0.72642 3.14659 4.75799
H 0.49943 1.87044 3.75576
H 0.63810 3.54624 3.04656
H 2.15489 3.16128 1.63023
H 3.70248 2.87107 1.97148
C 0.16828 0.81661 -3.14120
O -0.51704 -0.27239 -3.73147
C -1.53412 -0.73709 -2.86636
C -2.36679 -1.87441 -3.49799
C -3.59297 -2.37532 -2.66396
N -1.50523 -3.00880 -3.83332
H -0.36493 1.76719 -3.12878
H 1.01718 1.10566 -3.76083
H 0.54688 0.73934 -2.12199
H -1.20491 -1.08623 -1.88768
H -2.13513 0.13707 -2.61585
H -2.68793 -1.53490 -4.48272
H -4.17338 -3.11518 -3.21517
H -4.26136 -1.59578 -2.29834
H -3.13127 -2.90745 -1.83224
H -0.67296 -2.70522 -4.31836
H -1.95191 -3.62099 -4.50101
N 1.22872 0.36443 1.31331
C 0.20908 0.97366 0.77602
N -0.58836 0.12127 0.26176
O 0.09825 2.18565 0.80917
H 1.40420 -0.62776 1.38313
H 1.88119 1.02980 1.70274
H -1.46754 0.38135 -0.16190
H -0.45497 -0.85552 0.48133
N 1.10529 7.20740 -0.54960
C 1.43612 6.00506 -0.27738
N 0.75423 5.58196 0.78564
O 2.06186 5.28628 -1.02291
H 1.11633 7.47241 -1.52416
H 0.50646 7.73984 0.06523
H 0.12502 6.24230 1.21940
H 0.76034 4.60972 1.05916
N -2.04047 -3.36130 2.11419
C -0.79332 -3.41630 1.69910
N -0.39493 -4.68092 1.85901
O -0.16875 -2.55546 1.10429
H -2.49009 -2.46181 2.20818
H -2.31030 -4.25071 2.50945
H 0.25382 -5.01476 1.16060
H -0.87478 -5.33078 2.46526

List of Mulliken charges in e, atom by atom:
1. C -0.79
2. O -0.33
3. C -0.98
4. C 2.07
5. C -1.59
6. N -0.75
7. H 0.33
8. H 0.29
9. H 0.24
10. H 0.34
11. H 0.41
12. H -0.42
13. H 0.36
14. H 0.33
15. H 0.36
16. H -0.09
17. H 0.18
18. C -0.94
19. O -0.34
20. C -1.15
21. C 0.62
22. C -1.70
23. N -0.61
24. H 0.25
25. H 0.39
26. H 0.28
27. H 0.45
28. H 0.39
29. H 0.08
30. H 0.37
31. H 0.36
32. H 0.38
33. H 0.17
34. H 0.40
35. C -0.69
36. O -0.36
37. C -0.67
38. C 0.51
39. C -1.41
40. N -0.49
41. H 0.30
42. H 0.25
43. H 0.26
44. H 0.26
45. H 0.35
46. H 0.45
47. H 0.53
48. H 0.24
49. H 0.23
50. H -0.26
51. H 0.24
52. C -0.60
53. O -0.48
54. C 0.85
55. C 0.20
56. C -1.35
57. N -0.73
58. H 0.37
59. H 0.36
60. H -0.01
61. H -0.89
62. H 0.50
63. H 0.34
64. H 0.43
65. H 0.18
66. H 0.28
67. H 0.23
68. H 0.24
69. N 0.00
70. C 0.54
71. N 1.33
72. O -0.56
73. H 0.09
74. H 0.27
75. H -0.53
76. H -0.05
77. N -0.41
78. C 0.61
79. N -0.36
80. O -0.64
81. H 0.24
82. H 0.16
83. H 0.14
84. H 0.25
85. N -0.32
86. C 0.52
87. N -0.46
88. O -0.68
89. H 0.37
90. H 0.08
91. H 0.27
92. H 0.16

***

Q | DFT (the ωB97M-V functional and the def2-TZVPD basis) results for a cluster of 7 separate species, C19H56N10O7 in total.

Properties
Molecular weight = 536.72 g mol⁻¹
SMILES = COC[C@H](C)N.COC[C@H](C)N.COC[C@H](C)N.COC[C@H](C)N.NC(N)=O.NC(N)=O.NC(N)=O
HOMO-LUMO gap = 9.606 eV
LUMO level = 0.4 eV

Cartesian coordinates (Å):
C 3.95484 0.67794 0.22877
O 3.90281 -0.11295 -0.93009
C 2.99559 0.36457 -1.91575
C 3.51856 1.71206 -2.44995
C 2.64465 2.46564 -3.44689
N 4.84388 1.56330 -3.09126
H 4.68653 0.27229 0.93091
H 2.98620 0.79327 0.71907
H 4.39568 1.66639 0.04424
H 2.96457 -0.35614 -2.73092
H 1.98125 0.54559 -1.53102
H 3.58871 2.39670 -1.60449
H 1.64926 2.70810 -3.05832
H 2.37596 1.84300 -4.31235
H 3.17502 3.33939 -3.80912
H 4.76005 0.77438 -3.74187
H 5.43728 1.08222 -2.40621
C -3.21453 3.04959 1.58492
O -2.21437 2.07146 1.77362
C -1.20285 2.41384 2.68474
C -0.33105 3.59945 2.27445
C 0.42096 3.28649 0.99565
N 0.67507 3.89581 3.31648
H -2.87255 4.03145 1.24471
H -3.80314 3.12839 2.50510
H -3.85021 2.69686 0.77056
H -1.61321 2.66380 3.68327
H -0.61660 1.51290 2.87889
H -0.94678 4.48370 2.12117
H -0.25078 2.89393 0.22674
H 1.17477 2.50567 1.14106
H 0.94499 4.17286 0.64130
H 0.28905 4.44221 4.07558
H 1.00057 3.00733 3.68241
C 0.16690 -0.60025 0.73429
O -0.51109 -1.17050 -0.35087
C 0.17685 -2.25757 -0.92453
C -0.32869 -2.61970 -2.32606
C 0.47064 -3.82713 -2.82935
N -0.12351 -1.54899 -3.29999
H 0.22733 -1.33997 1.53796
H -0.37942 0.25179 1.14539
H 1.11563 -0.14282 0.44401
H 1.26846 -2.16151 -0.95904
H -0.01200 -3.19274 -0.37217
H -1.39237 -2.87522 -2.18578
H 0.03406 -4.11809 -3.78624
H 0.37495 -4.63366 -2.10269
H 1.50923 -3.55403 -3.00573
H -0.29126 -1.87072 -4.24678
H -0.76422 -0.77619 -3.16270
C -1.92023 2.68511 8.89746
O -1.07446 2.16926 7.91460
C -1.73443 1.34411 6.98995
C -0.76096 0.86413 5.94865
C -1.44081 -0.09215 4.98923
N 0.39940 0.12571 6.54983
H -2.75305 3.22554 8.42406
H -1.39558 3.43275 9.49384
H -2.28143 1.92671 9.60044
H -2.17504 0.47191 7.50733
H -2.59708 1.87319 6.55387
H -0.31564 1.70348 5.41089
H -2.33246 0.34261 4.52931
H -1.78947 -0.99130 5.51032
H -0.75360 -0.49245 4.24643
H 0.06487 -0.21276 7.45349
H 1.07735 0.82203 6.85396
N 3.78850 -0.14532 -7.06121
C 3.42245 -1.05424 -6.09582
N 2.21513 -0.79520 -5.49260
O 4.06478 -2.06328 -5.88392
H 4.64137 -0.37216 -7.53851
H 3.26608 0.64401 -7.39155
H 1.89635 -1.47053 -4.82008
H 1.55693 -0.10859 -5.81160
N -2.22120 0.48876 -2.02891
C -3.57475 0.53684 -1.76203
N -4.05078 -0.56320 -1.11300
O -4.26068 1.47772 -2.11174
H -1.62347 -0.25463 -1.70530
H -1.83264 1.38321 -2.26734
H -3.44150 -1.28360 -0.76974
H -5.01211 -0.60907 -0.83413
N -2.92941 -6.09593 -2.93162
C -2.80766 -6.42879 -4.25982
N -2.58291 -7.76654 -4.49133
O -2.96990 -5.63240 -5.16265
H -3.19042 -5.16036 -2.68140
H -2.46467 -6.62774 -2.21764
H -2.73714 -8.47434 -3.80055
H -2.36145 -7.97667 -5.44632

List of Mulliken charges in e, atom by atom:
1. C -0.45
2. O -0.43
3. C 0.50
4. C 0.56
5. C -1.50
6. N -0.78
7. H 0.32
8. H -0.02
9. H 0.31
10. H -0.13
11. H -0.12
12. H 0.24
13. H 0.32
14. H 0.12
15. H 0.42
16. H 0.22
17. H 0.37
18. C -0.79
19. O -0.19
20. C -0.49
21. C 0.28
22. C -0.94
23. N -0.71
24. H 0.31
25. H 0.31
26. H 0.23
27. H 0.25
28. H 0.22
29. H 0.48
30. H 0.20
31. H -0.05
32. H 0.43
33. H 0.29
34. H 0.25
35. C -0.01
36. O -0.13
37. C -0.87
38. C 0.58
39. C -1.71
40. N -0.21
41. H 0.34
42. H -0.31
43. H -0.04
44. H 0.43
45. H 0.33
46. H 0.01
47. H 0.40
48. H 0.45
49. H 0.37
50. H 0.41
51. H 0.16
52. C -0.77
53. O -0.32
54. C -0.87
55. C 1.22
56. C -1.67
57. N -0.78
58. H 0.32
59. H 0.26
60. H 0.30
61. H 0.38
62. H 0.45
63. H -0.16
64. H 0.37
65. H 0.47
66. H 0.21
67. H 0.31
68. H 0.31
69. N -0.41
70. C 0.64
71. N -0.30
72. O -0.66
73. H 0.23
74. H 0.17
75. H 0.06
76. H 0.21
77. N -0.23
78. C 0.47
79. N -0.31
80. O -0.67
81. H 0.08
82. H 0.11
83. H 0.18
84. H 0.21
85. N -0.43
86. C 0.64
87. N -0.41
88. O -0.61
89. H 0.20
90. H 0.21
91. H 0.18
92. H 0.23

***

Name the most stable of them. Q.

***

P | DFT (the ωB97M-V functional and the def2-TZVPD basis) results for an isolated molecule of C4HNO2.

Properties
Molecular weight = 95.06 g mol⁻¹
HOMO-LUMO gap (alpha / beta) = 8.091 / 8.091 eV
LUMO level (alpha / beta) = -1.5 / -1.5 eV

Cartesian coordinates (Å):
C -0.99262 -0.01703 0.01684
C -0.53935 1.40856 0.18109
C 1.42027 0.56810 -0.27033
C 1.36902 -0.63030 -0.19952
N -0.58376 -1.23185 0.08203
O 0.66849 1.76040 0.01270
O 0.65209 -1.69337 0.03397
H -1.99415 -0.16450 0.14323

List of Mulliken charges in e, atom by atom:
1. C 0.08
2. C -0.13
3. C -0.06
4. C 0.21
5. N -0.25
6. O -0.09
7. O -0.17
8. H 0.41

***

Q | DFT (the ωB97M-V functional and the def2-TZVPD basis) results for an isolated molecule of C4HNO2.

Properties
Molecular weight = 95.06 g mol⁻¹
HOMO-LUMO gap = 8.576 eV
LUMO level = -0.5 eV

Cartesian coordinates (Å):
C -1.04488 -0.06380 0.01071
C -0.27678 1.09122 0.02007
C -0.03537 -0.76180 -0.86427
C 1.07689 -0.59217 0.02433
N -0.09332 -0.86709 0.74739
O 0.25242 2.12263 0.18568
O 2.24305 -0.52633 0.07507
H -2.12201 -0.40267 -0.19897

List of Mulliken charges in e, atom by atom:
1. C 0.22
2. C 0.58
3. C -0.69
4. C 0.74
5. N -0.39
6. O -0.33
7. O -0.47
8. H 0.34

***

Name the most stable of them. Q.

***

P | DFT (the ωB97M-V functional and the def2-TZVPD basis) results for an isolated molecule of C3H6N2.

Properties
Molecular weight = 70.09 g mol⁻¹
HOMO-LUMO gap = 9.411 eV
LUMO level = 1.0 eV

Cartesian coordinates (Å):
C -1.02448 0.20737 0.21926
N 0.03043 -0.28937 1.05777
C 1.05664 -0.67853 0.06977
C 0.93563 0.23977 -1.14836
N -0.26910 0.73575 -0.96990
H -0.70337 1.35292 -1.64399
H -1.64702 0.94903 0.72832
H -1.66093 -0.61964 -0.12207
H 0.39994 0.50191 1.58161
H 2.04995 -0.70535 0.52278
H 0.83231 -1.69386 -0.29519

List of Mulliken charges in e, atom by atom:
1. C -0.43
2. N -0.44
3. C -0.31
4. C -0.31
5. N -0.07
6. H 0.16
7. H 0.32
8. H 0.25
9. H 0.29
10. H 0.31
11. H 0.22

***

Q | DFT (the ωB97M-V functional and the def2-TZVPD basis) results for a cluster of 2 separate species, C3H6N2 in total.

Properties
Molecular weight = 70.09 g mol⁻¹
HOMO-LUMO gap (alpha / beta) = 8.921 / 8.765 eV
LUMO level (alpha / beta) = -0.7 / -0.4 eV

Cartesian coordinates (Å):
C 1.60727 -0.83302 -0.20006
N 0.23806 -0.30519 -0.11643
C -1.12806 1.38149 0.16641
C -1.95759 0.29226 -0.16976
N -2.22443 -0.81287 -0.42037
H 1.49370 -1.91185 0.04025
H 2.35392 -0.44546 0.50006
H 1.99079 -0.79196 -1.22411
H -0.06091 -0.52540 0.83102
H -1.27557 1.78474 1.17785
H -1.03719 2.16727 -0.58485

List of Mulliken charges in e, atom by atom:
1. C -0.82
2. N -0.39
3. C -0.43
4. C 0.42
5. N -0.41
6. H 0.29
7. H 0.27
8. H 0.28
9. H 0.27
10. H 0.25
11. H 0.28

***

R | DFT (the ωB97M-V functional and the def2-TZVPD basis) results for a cluster of 2 separate species, C3H6N2 in total.

Properties
Molecular weight = 70.09 g mol⁻¹
HOMO-LUMO gap = 8.052 eV
LUMO level = -0.3 eV

Cartesian coordinates (Å):
C -2.19257 1.49659 0.66528
C 1.22878 -0.63508 -0.31242
C 0.67872 -0.32367 -1.66563
N -1.32429 0.87184 1.41485
N -0.54033 0.26826 2.02033
H -2.67532 2.40700 0.96962
H -2.46142 1.13007 -0.28464
H 2.34958 -0.71760 -0.52553
H -0.37254 -0.67108 -1.87291
H 1.42293 -0.55661 -2.59334
H 0.54861 0.75524 -1.55264

List of Mulliken charges in e, atom by atom:
1. C -0.42
2. C -0.26
3. C -0.66
4. N 0.40
5. N -0.48
6. H 0.24
7. H 0.25
8. H 0.14
9. H 0.25
10. H 0.27
11. H 0.26

***

S | DFT (the ωB97M-V functional and the def2-TZVPD basis) results for an isolated molecule of C3H6N2.

Properties
Molecular weight = 70.09 g mol⁻¹
SMILES = [H]/N=C\NC=C
HOMO-LUMO gap = 9.821 eV
LUMO level = 1.1 eV

Cartesian coordinates (Å):
H 2.62524 -0.18663 1.33293
N 2.55374 0.68826 0.71616
C 1.40084 0.78054 0.20324
N 0.25463 -0.01486 0.45372
C -0.85087 0.03078 -0.47409
C -1.95566 -0.69733 -0.57183
H 1.13387 1.63875 -0.42472
H 0.06794 -0.72085 1.23615
H -0.55969 0.67542 -1.34644
H -2.70928 -0.68998 -1.29541
H -1.96077 -1.50410 0.17030

List of Mulliken charges in e, atom by atom:
1. H 0.23
2. N -0.59
3. C 0.15
4. N -0.25
5. C 0.17
6. C -0.83
7. H 0.27
8. H 0.24
9. H 0.14
10. H 0.31
11. H 0.17

***

Name the most stable of them. S.